#1
# C4H12NO2

2 unconnected molecules or ions with the total composition C4H12NO2 (ωB97M-V with the def2-TZVPD basis set, the Open Molecules 2025 dataset).

Results
E_HOMO = -0.098 Eh
total charge = -1
E_LUMO = 3.73 eV

Each line ends with the Mulliken charge.
Cartesian coordinates (Å):
O  0.010  -2.730  -0.556  -0.848
O  -2.061  1.237  2.431  -0.721
N  -0.678  -0.132  0.530  -0.670
C  0.178  -0.320  -0.666  -0.142
C  1.194  0.789  -0.781  -0.523
C  0.866  -1.718  -0.558  -0.452
C  0.766  2.233  -0.950  -1.120
H  1.631  -1.680  -1.411  0.135
H  0.033  0.038  1.252  0.352
H  1.527  -1.654  0.358  0.167
H  1.537  2.902  -0.558  0.335
H  1.850  0.658  0.101  0.331
H  -1.832  0.743  1.583  0.459
H  0.497  2.541  -1.956  0.291
H  -2.209  2.105  2.070  0.287
H  -0.531  -0.291  -1.501  0.239
H  -0.148  2.436  -0.372  0.223
H  1.948  0.484  -1.524  0.333
H  -1.032  -1.032  0.864  0.324


#2
# C4H12NO2

2 unconnected molecules or ions with the total composition C4H12NO2 (ωB97M-V with the def2-TZVPD basis set, the Open Molecules 2025 dataset).

Results
E_HOMO = -0.126 Eh
total charge = -1
E_LUMO = 4.23 eV

Each line ends with the Mulliken charge.
Cartesian coordinates (Å):
O  -0.657  -1.661  2.136  -0.784
O  -1.622  -0.168  0.360  -0.840
N  -0.168  -0.391  -1.535  -0.535
C  1.697  1.022  1.058  -1.019
C  -1.591  -0.394  -0.986  -0.579
C  1.812  0.826  -0.456  -0.466
C  0.446  0.884  -1.133  -0.536
H  2.345  0.258  1.485  0.244
H  2.477  1.572  -0.924  0.303
H  0.566  1.466  -2.082  0.297
H  -0.994  -1.189  1.251  0.430
H  2.358  -0.099  -0.705  0.344
H  -2.169  -1.252  -1.435  0.258
H  -2.129  0.466  -1.438  0.333
H  -0.236  1.607  -0.682  0.354
H  2.154  1.913  1.504  0.302
H  0.681  0.956  1.421  0.354
H  0.248  -1.183  -1.058  0.282
H  -1.522  -1.576  2.577  0.258


Result of the stability comparison: #2 is the least stable of them.


#1
# C4H12NO2

2 unconnected molecules or ions with the total composition C4H12NO2 (ωB97M-V with the def2-TZVPD basis set, the Open Molecules 2025 dataset).

Results
E_HOMO = -0.132 Eh
total charge = -1
E_LUMO = 4.11 eV

Each line ends with the Mulliken charge.
Cartesian coordinates (Å):
O  -0.235  1.318  -2.618  -0.864
O  -0.088  -1.055  -1.978  -0.799
N  -0.674  0.844  0.260  -0.406
C  0.294  -1.360  -0.686  -0.736
C  -0.518  -0.602  0.370  0.547
C  -0.150  -1.006  1.797  -1.484
C  0.404  1.652  0.787  -0.952
H  0.015  1.171  -3.525  0.222
H  -0.885  -0.688  2.541  0.318
H  0.803  -0.548  2.084  0.333
H  0.403  2.637  0.314  0.359
H  -1.532  -0.998  0.208  0.089
H  1.400  -1.325  -0.553  0.222
H  0.075  -2.435  -0.486  0.281
H  -0.804  1.088  -0.716  0.433
H  -0.034  -2.087  1.888  0.431
H  0.270  1.839  1.862  0.290
H  1.441  1.297  0.682  0.273
H  -0.184  0.256  -2.231  0.445


#2
# C4H12NO2

2 unconnected molecules or ions with the total composition C4H12NO2 (ωB97M-V with the def2-TZVPD basis set, the Open Molecules 2025 dataset).

Results
E_HOMO = -0.123 Eh
total charge = -1
E_LUMO = 3.87 eV

Each line ends with the Mulliken charge.
Cartesian coordinates (Å):
O  -0.029  0.883  -2.148  -0.925
O  1.982  2.165  -3.233  -0.745
N  -0.958  0.317  -0.007  -0.446
C  0.162  -0.564  0.257  -0.511
C  -0.205  -1.684  1.222  -0.313
C  -0.125  -1.297  2.710  -1.168
C  -0.623  1.352  -1.058  -0.496
H  -0.052  2.150  -0.539  0.280
H  0.649  -0.951  -0.640  0.313
H  0.421  -2.554  1.053  0.340
H  -1.632  1.821  -1.201  0.258
H  0.945  0.069  0.715  0.241
H  -0.266  -2.181  3.318  0.354
H  1.507  2.497  -4.002  0.262
H  -0.961  -0.635  2.933  0.277
H  -1.224  -1.991  0.977  0.210
H  -1.656  -0.253  -0.490  0.263
H  1.278  1.607  -2.759  0.483
H  0.786  -0.751  2.892  0.322


#3
# C4H12NO2

2 unconnected molecules or ions with the total composition C4H12NO2 (ωB97M-V with the def2-TZVPD basis set, the Open Molecules 2025 dataset).

Results
E_HOMO = -0.079 Eh
total charge = -1
E_LUMO = 3.39 eV

Each line ends with the Mulliken charge.
Cartesian coordinates (Å):
O  -3.556  3.773  1.591  -0.653
O  -1.832  -0.571  -1.992  -0.949
N  1.336  0.500  0.823  -0.690
C  -0.719  0.048  -1.477  0.038
C  0.398  -1.016  -1.028  -0.699
C  1.834  -1.919  0.803  -1.488
C  0.867  -0.842  0.434  0.346
H  2.130  0.785  0.243  0.228
H  -0.005  -2.009  -1.209  0.244
H  1.463  -2.939  0.954  0.339
H  -3.877  4.399  0.965  0.303
H  0.561  1.126  0.723  0.324
H  -0.957  0.581  -0.548  -0.142
H  2.403  -1.710  1.716  0.400
H  2.495  -2.117  -0.055  0.323
H  -3.451  2.999  1.030  0.347
H  1.269  -0.806  -1.669  0.308
H  -0.286  0.631  -2.312  0.118
H  -0.072  -0.912  1.009  0.303


Result of the stability comparison: #3 is the least stable of them.


#1
# CH3ClOS

2 unconnected molecules or ions with the total composition CH3ClOS (ωB97M-V with the def2-TZVPD basis set, the Open Molecules 2025 dataset).

Results
E_HOMO = -0.329 Eh
E_LUMO = 0.44 eV

Each line ends with the Mulliken charge.
Cartesian coordinates (Å):
Cl  -3.438  -0.735  -0.220  -0.252
S  2.771  -1.183  -0.332  -0.298
O  1.321  0.901  -0.460  -0.382
C  1.713  -0.171  0.231  0.070
H  0.778  1.401  0.139  0.352
H  -4.315  0.223  -0.468  0.254
H  1.170  -0.436  1.108  0.257


#2
# CH3ClOS

A molecular structure, CH3ClOS (ωB97M-V with the def2-TZVPD basis set, the Open Molecules 2025 dataset).

Results
E_HOMO = -0.375 Eh
E_LUMO = 0.33 eV

Each line ends with the Mulliken charge.
Cartesian coordinates (Å):
Cl  -1.471  -0.470  0.008  -0.324
S  1.335  -0.623  -0.013  -0.295
O  -0.060  1.610  -0.342  -0.338
C  0.454  0.853  0.434  0.011
H  1.152  -0.460  -1.333  0.219
H  0.438  0.991  1.530  0.372
H  -0.196  -0.573  0.014  0.354


Result of the stability comparison: #2 is the least stable of them.


#1
# H3N3O3

2 unconnected molecules or ions with the total composition H3N3O3 (ωB97M-V with the def2-TZVPD basis set, the Open Molecules 2025 dataset).

Results
E_HOMO = -0.372 Eh
E_LUMO = 0.45 eV

Each line ends with the Mulliken charge.
Cartesian coordinates (Å):
O  -3.660  -0.017  0.268  -0.347
O  2.602  -0.701  -0.167  -0.435
O  -1.870  0.881  -0.642  -0.349
N  0.613  -0.046  0.620  -0.329
N  -2.444  -0.019  0.227  0.241
N  1.476  0.180  -0.152  0.089
H  3.310  -0.239  -0.694  0.398
H  -0.883  0.884  -0.598  0.484
H  0.856  -0.922  1.138  0.249


#2
# H3N3O3

H3N3O3 in the gas phase (ωB97M-V with the def2-TZVPD basis set, the Open Molecules 2025 dataset).

Results
E_HOMO (alpha / beta) = -0.319 / -0.319 Eh
E_LUMO (alpha / beta) = 0.48 / 0.48 eV

Each line ends with the Mulliken charge.
Cartesian coordinates (Å):
O  0.715  -1.392  -2.100  -0.278
O  -0.778  0.569  -2.364  -0.746
O  0.329  -0.705  -0.932  -0.268
N  -0.517  0.433  -1.159  1.058
N  -0.349  0.752  1.116  -0.278
N  -0.880  1.169  -0.040  -0.393
H  0.510  0.222  0.977  0.260
H  -0.133  -1.213  -2.536  0.370
H  -0.439  1.429  1.933  0.275


Result of the stability comparison: #2 is the least stable of them.


#1
# C5H10N5O2

A gas-phase ion, C5H10N5O2 (charge +1) (ωB97M-V with the def2-TZVPD basis set, the Open Molecules 2025 dataset).

Results
E_HOMO (alpha / beta) = -0.509 / -0.510 Eh
total charge = +1
E_LUMO (alpha / beta) = -6.91 / -6.91 eV

Each line ends with the Mulliken charge.
Cartesian coordinates (Å):
O  3.175  1.255  0.243  -0.427
O  2.883  -0.296  -1.163  -0.624
N  -0.504  -1.594  0.242  -0.136
N  -0.447  1.800  -0.285  -0.265
N  -2.071  0.012  -0.638  -0.363
N  1.402  -0.136  0.367  -0.276
N  2.444  0.194  -0.195  0.916
C  -0.447  1.494  0.961  -0.091
C  -0.918  0.301  1.485  -0.222
C  -1.137  0.942  -1.194  -0.400
C  -1.599  -0.637  0.494  -0.032
C  0.766  -1.243  -0.320  -1.128
H  -0.459  -2.486  0.700  0.266
H  -0.337  0.291  -1.659  0.188
H  -0.625  -0.157  2.372  0.421
H  2.556  1.693  0.892  0.408
H  0.398  -1.152  -1.351  0.458
H  -1.586  1.441  -2.013  0.488
H  -2.316  -1.239  1.019  0.511
H  -2.718  -0.537  -1.362  0.331
H  1.315  -2.131  -0.258  0.582
H  0.224  2.186  1.660  0.395


#2
# C5H10N5O2

2 unconnected molecules or ions with the total composition C5H10N5O2 (ωB97M-V with the def2-TZVPD basis set, the Open Molecules 2025 dataset).

Results
E_HOMO = -0.438 Eh
total charge = +1
E_LUMO = -4.33 eV

Each line ends with the Mulliken charge.
Cartesian coordinates (Å):
O  -4.059  1.064  0.566  -0.551
O  -0.791  -2.095  -0.385  -0.419
N  1.574  0.680  -1.782  -0.306
N  -1.794  1.092  0.112  -0.313
N  -0.843  0.144  -0.069  0.169
N  1.647  1.707  0.263  -0.414
N  -2.875  -0.786  -0.118  -0.059
C  -1.473  -0.955  -0.249  0.265
C  -3.048  0.510  0.283  0.308
C  1.727  0.616  -0.462  0.928
C  1.965  -0.676  0.217  -0.152
C  2.059  -0.932  1.522  -0.835
H  1.910  -0.134  2.299  0.197
H  1.707  -0.106  -2.348  0.233
H  1.174  2.400  -0.266  0.249
H  2.384  -1.487  -0.478  0.220
H  1.436  1.492  1.262  0.223
H  -1.416  -2.799  -0.330  0.314
H  1.662  1.622  -2.134  0.242
H  -3.452  -1.547  -0.069  0.148
H  2.011  -1.930  1.900  0.326
H  -1.508  2.121  0.267  0.228


Result of the stability comparison: #1 is the least stable of them.


#1
# C2H4FI

2 unconnected molecules or ions with the total composition C2H4FI (ωB97M-V with the def2-TZVPD basis set, the Open Molecules 2025 dataset).

Results
E_HOMO (alpha / beta) = -0.305 / -0.314 Eh
E_LUMO (alpha / beta) = 0.37 / -0.11 eV

Each line ends with the Mulliken charge.
Cartesian coordinates (Å):
I  2.845  -0.199  0.254  0.092
F  -1.469  -0.488  0.039  -0.212
C  1.454  -0.522  -1.245  -0.970
C  -0.815  -1.640  0.010  -0.328
H  1.689  -1.175  -2.050  0.389
H  -1.474  -2.402  -0.391  0.277
H  0.654  0.142  -1.145  0.460
H  -0.049  -1.632  0.747  0.293


#2
# C2H4FI

C2H4FI in the gas phase (ωB97M-V with the def2-TZVPD basis set, the Open Molecules 2025 dataset).

Results
E_HOMO = -0.355 Eh
E_LUMO = 0.50 eV

Each line ends with the Mulliken charge.
Cartesian coordinates (Å):
I  1.573  -0.552  -1.777  0.016
F  -0.495  -1.681  -0.004  -0.244
C  -0.165  -0.475  -0.523  0.017
C  0.014  0.534  0.614  -1.073
H  -0.986  -0.126  -1.254  0.297
H  0.040  1.467  0.165  0.367
H  0.835  0.491  1.374  0.323
H  -0.815  0.341  1.406  0.297


Result of the stability comparison: #1 is the least stable of them.


#1
# C4H16NO2

3 unconnected molecules or ions with the total composition C4H16NO2 (ωB97M-V with the def2-TZVPD basis set, the Open Molecules 2025 dataset).

Results
E_HOMO = -0.540 Eh
total charge = +1
E_LUMO = -3.28 eV

Each line ends with the Mulliken charge.
Cartesian coordinates (Å):
O  1.973  2.069  -0.843  -0.600
O  3.163  -0.368  -0.333  -0.600
N  0.765  -0.972  -1.062  -0.206
C  -2.315  0.116  0.093  -0.575
C  -2.961  -0.437  1.356  -1.139
C  0.064  -0.710  0.242  -0.487
C  -0.822  0.508  0.230  -0.675
H  1.281  -0.088  -1.176  0.244
H  -0.885  1.066  1.167  0.352
H  -2.171  -0.758  2.039  0.338
H  -0.467  1.299  -0.439  0.395
H  3.569  -0.068  0.490  0.317
H  0.257  -0.967  -1.950  0.373
H  -2.402  -0.578  -0.748  0.297
H  1.453  -1.715  -1.025  0.358
H  -3.545  -1.346  1.241  0.336
H  0.897  -0.553  0.922  0.144
H  -2.844  0.994  -0.290  0.412
H  2.302  2.961  -0.650  0.296
H  -3.454  0.341  1.940  0.334
H  3.807  -0.982  -0.686  0.293
H  2.846  1.752  -1.106  0.285
H  -0.509  -1.565  0.589  0.510


#2
# C4H16NO2

3 unconnected molecules or ions with the total composition C4H16NO2 (ωB97M-V with the def2-TZVPD basis set, the Open Molecules 2025 dataset).

Results
E_HOMO = -0.533 Eh
total charge = +1
E_LUMO = -3.20 eV

Each line ends with the Mulliken charge.
Cartesian coordinates (Å):
O  1.296  -1.265  -2.714  -0.673
O  -3.077  0.447  -1.493  -0.665
N  -0.494  0.012  -0.996  -0.151
C  1.008  -0.001  2.162  -0.354
C  1.534  1.340  1.651  -1.101
C  0.180  -0.931  1.208  -0.677
C  -0.881  -0.518  0.320  -0.486
H  1.839  -0.631  2.426  0.332
H  -1.548  -1.355  0.122  0.451
H  1.419  -1.165  -3.632  0.310
H  -1.412  0.215  -1.480  0.304
H  1.055  -1.295  0.631  0.196
H  2.092  -0.931  -2.373  0.317
H  1.052  2.194  2.042  0.317
H  1.534  1.446  0.565  0.205
H  -0.028  0.909  -0.846  0.367
H  -1.546  0.259  0.780  0.323
H  -2.713  1.349  -1.799  0.352
H  -3.935  0.435  -1.833  0.300
H  -0.255  -1.726  1.862  0.281
H  0.048  -0.563  -1.612  0.363
H  0.298  0.150  2.966  0.352
H  2.532  1.626  2.041  0.336


Result of the stability comparison: #2 is the least stable of them.